{"formula": "ClH2NO", "method": "the ωB97M-V functional and the def2-TZVPD basis", "total_energy_ha": -591.280133, "relative_energy_kcal_mol": 1.91, "gap_ha": 0.3338, "smiles": "N=O.Cl", "homo_energy_ha": -0.35438, "largest_force_ha_per_bohr": 0.0756, "elements": ["N", "O", "Cl", "H", "H"], "coordinates": [[0.01, 1.70, -0.41], [0.80, 1.57, 0.54], [-0.45, -2.08, -0.27], [-0.84, 1.04, -0.42], [0.49, -2.22, 0.56]]}